{
  "formula": "H19O10",
  "method": "ωB97M-V with the def2-TZVPD basis set",
  "gap_ev": 8.81,
  "spin_multiplicity": 1,
  "e_homo_ev": -6.02,
  "de_lowest_kj_mol": 138.26,
  "total_charge": -1,
  "species": ["O", "H", "H", "O", "H", "H", "O", "H", "H", "O", "H", "H", "O", "H", "H", "O", "H", "H", "O", "H", "H", "O", "H", "H", "O", "H", "O", "H", "H"],
  "coordinates": [[4.6193, -0.6530, -0.0584], [-2.0238, 0.2583, 0.4357], [4.3260, -1.5699, -0.1177], [-1.1707, 0.6847, -2.1067], [-0.3103, 1.0131, -2.3812], [-2.2655, 1.5656, -1.8225], [1.0842, -0.7533, -1.2472], [0.2910, -0.6425, -1.8034], [0.7254, -0.2888, -0.4725], [-0.0289, 2.9452, 1.2178], [1.6376, -3.2099, 0.4064], [-1.1121, 0.3064, -0.7928], [2.1932, -3.0778, -0.3911], [-0.2131, -4.0715, 1.9091], [0.3869, 2.5302, 0.4530], [-4.9680, 0.5638, -0.2789], [-4.9545, 0.9674, 0.5968], [-4.5576, 1.2977, -0.7950], [3.0352, 2.2631, 2.5437], [2.3610, 1.8117, 3.0638], [3.5338, 1.5270, 2.1687], [-0.0124, -3.7803, 1.0192], [-0.2900, -4.4150, 0.3559], [1.5267, -2.6051, -0.9298], [-1.1247, -0.0283, 0.2395], [3.9296, -0.1164, -0.4598], [-3.0114, 2.0553, -1.2447], [-0.9455, 3.0042, 0.9253], [-2.6614, 2.4182, -0.4333]],
  "forces_ev_per_angstrom": [[0.4, 0.1, 0.2], [0.0, -0.2, 0.3], [-0.4, 0.1, -0.1], [0.4, -0.2, -0.9], [-0.2, 0.4, -0.2], [0.0, 0.3, 1.1], [-0.3, 0.4, -0.2], [0.1, -0.2, -0.3], [0.2, -0.4, 0.4], [-0.1, 0.3, -0.2], [0.6, -0.1, -0.4], [0.0, -0.5, 0.7], [-0.7, -0.2, 0.3], [-0.3, -0.4, -0.1], [0.1, -0.2, 0.2], [-0.4, 0.7, 0.2], [-0.1, -0.3, 0.1], [0.4, -0.7, -0.1], [0.1, -0.4, 0.1], [-0.2, 0.2, -0.1], [0.1, 0.1, -0.1], [0.2, 0.5, 0.1], [-0.1, -0.2, 0.3], [0.7, 0.4, 0.1], [-0.2, 0.5, -0.5], [-0.2, -0.3, -0.1], [-0.6, 0.5, -0.9], [0.1, -0.1, 0.2], [0.5, -0.1, -0.1]],
  "lowdin_charge": [-0.07, -0.01, 0.02, -0.31, -0.01, 0.00, -0.09, 0.02, 0.02, -0.06, 0.00, -0.05, -0.12, 0.05, 0.03, -0.11, 0.01, -0.01, -0.07, 0.03, 0.03, -0.04, 0.06, 0.00, -0.19, 0.02, -0.16, 0.01, 0.00]
}